2 unconnected molecules or ions with the total composition C5H12O. Source: the Open Molecules 2025 dataset; level of theory: ωB97M-V/def2-TZVPD.

The geometry in XYZ format:
```
18
Properties=species:S:1:pos:R:3:forces:R:3:lowdin_charge:R:1
C 0.204301 -0.667232 -1.686710 -0.184 -0.117 -0.201 -0.094
C 0.320521 0.264377 -0.609584 -0.132 0.105 0.009 -0.333
C 2.295982 0.290618 0.146441 0.170 0.044 0.112 -0.088
C -0.372533 -0.017902 0.701252 0.065 -0.009 0.003 -0.183
C -1.880728 0.119380 0.530655 0.211 0.040 -0.391 -0.275
O -2.456019 -0.059766 1.809758 -0.328 0.015 0.066 -0.065
H -0.107498 -1.685767 -1.481990 0.035 0.161 -0.010 0.061
H 1.396836 -0.376202 -0.908430 0.254 0.091 0.181 0.104
H 0.352159 -0.344428 -2.709602 -0.004 -0.043 0.163 0.051
H 0.398550 1.313964 -0.888756 -0.009 -0.183 0.055 0.134
H 2.450205 -0.508434 0.879091 -0.067 0.075 -0.107 0.034
H 2.247561 1.262026 0.644983 -0.026 -0.128 -0.075 0.033
H 3.112441 0.304290 -0.588569 -0.149 -0.024 0.025 0.036
H -0.144995 -1.036606 1.033619 -0.024 0.124 -0.063 0.133
H -0.038655 0.670036 1.483216 -0.027 -0.087 -0.113 0.122
H -2.241855 -0.629621 -0.187703 0.041 0.103 0.143 0.118
H -2.121981 1.113775 0.118951 0.033 -0.140 0.098 0.126
H -3.414292 -0.012508 1.713378 0.142 -0.026 0.103 0.088
```
Forces are in eV/Å.

Values from the calculation:
**Energy above the lowest of the compared OMol25 structures with the same formula, charge and spin**: 122.5 kcal per mole
**Gap between HOMO and LUMO**: 0.2872 Eh
**HOMO energy**: -0.2547 Eh
**E_LUMO**: 0.8837 eV
**Molar mass**: 88.1 g mol⁻¹
**Electronic energy**: -272.75352 Eh

=====

2 unconnected molecules or ions with the total composition C5H12O in a non-equilibrium geometry. Source: the Open Molecules 2025 dataset; level of theory: ωB97M-V/def2-TZVPD.

The geometry in XYZ format:
```
18
Properties=species:S:1:pos:R:3:forces:R:3:lowdin_charge:R:1
C -1.590049 0.741930 -0.770921 1.327 -1.949 -0.140 0.052
C -0.681973 -0.264912 -0.583255 -3.493 1.850 -0.423 -0.382
C -1.287240 -1.578001 -0.209838 -2.047 2.419 2.687 -0.070
C 0.767970 -0.186613 -0.566365 2.240 -4.001 -3.323 -0.291
C 1.498665 1.071249 -0.400181 0.349 2.668 0.312 -0.130
H -2.651951 0.700269 -0.762041 -0.865 -1.413 0.492 0.046
H -1.468751 1.658307 -1.217650 1.774 2.434 -0.483 0.024
H -1.032623 -1.660222 0.846867 0.477 -0.797 0.215 0.075
H -2.399457 -1.374144 -0.076342 1.198 -0.979 -0.961 0.103
H -0.980002 -2.420758 -0.737146 0.277 -1.390 -1.026 0.061
H 1.201044 -0.422930 -1.652933 -1.481 -0.512 1.791 0.159
H 1.091198 -1.152412 -0.010112 0.101 1.897 -0.400 0.144
H 0.756751 1.841336 -0.160110 0.066 0.332 -0.657 0.085
H 2.064529 1.142650 0.509146 1.074 -0.153 0.169 0.051
H 2.134124 1.370787 -1.296476 -0.854 -0.272 1.430 0.110
O 1.060193 0.230728 2.691779 6.193 1.385 -2.470 -0.020
H 1.312832 0.275872 1.701338 -0.713 -0.208 2.719 0.037
H 0.204737 0.026865 2.694240 -5.621 -1.310 0.068 -0.053
```
Forces are in eV/Å.

Values from the calculation:
**Energy above the lowest of the compared OMol25 structures with the same formula, charge and spin**: 63.7 kcal per mole
**Gap between HOMO and LUMO**: 0.3671 Eh
**HOMO energy**: -0.3359 Eh
**E_LUMO**: 0.8505 eV
**Molar mass**: 88.1 g mol⁻¹
**Electronic energy**: -272.84710 Eh
**SMILES**: C=C(C)CC.O